Record 1
Formula: C18H21F5N8PRe
Source: OMol25
Level of theory: ωB97M-V/def2-TZVPD

Computed properties:
HOMO-LUMO gap (alpha / beta) = 7.986 / 7.227 eV
HOMO energy (alpha / beta) = -18.1263 / -18.1125 eV
charge = +3
expectation value of S² = 0.7580
2S+1 = 2
LUMO energy (alpha / beta) = -10.14 / -10.89 eV
max |F| = 0.1 eV/Å

```
54
Properties=species:S:1:pos:R:3:mulliken_spin:R:1
Re 0.86978 -0.66830 -0.59105 0.960
C -3.50567 -1.11260 -4.08581 -0.001
N -2.36056 -1.52996 -3.26457 0.018
C -1.95040 -2.82709 -3.13943 -0.008
C -0.89370 -2.82315 -2.28496 0.016
N -0.65688 -1.53079 -1.87223 -0.039
C -1.56431 -0.76506 -2.50099 0.010
P -1.57009 1.05316 -2.49327 -0.003
C -1.43373 1.24846 -0.68172 0.030
N -0.56205 0.58305 0.10101 0.001
C -0.82468 0.93679 1.40894 0.016
C -1.86320 1.80889 1.40407 -0.002
N -2.23042 1.99238 0.09260 0.021
C -3.31660 2.89188 -0.32791 -0.001
C 0.21491 1.16269 -2.89774 0.003
N 1.16679 0.42318 -2.29916 -0.021
C 2.35374 0.66147 -2.95786 -0.005
C 2.10599 1.54417 -3.95835 -0.003
N 0.76622 1.84709 -3.90455 0.004
C 0.10352 2.77610 -4.83310 0.000
H -4.41440 -1.54908 -3.67834 0.001
H -3.35538 -1.45818 -5.10543 0.001
H -3.58819 -0.02989 -4.07769 0.000
H -2.43838 -3.63672 -3.65596 0.000
H -0.31406 -3.66753 -1.96120 -0.001
H -0.26740 0.54242 2.24184 0.002
H -2.36917 2.30751 2.21406 -0.001
H -4.19924 2.67377 0.26755 0.000
H -3.54017 2.72878 -1.37772 0.000
H -3.00950 3.92324 -0.17102 0.001
H 3.28141 0.19266 -2.67539 0.003
H 2.75934 1.97845 -4.69670 0.000
H 0.56708 3.75554 -4.74598 0.000
H -0.95079 2.84845 -4.58383 0.000
H 0.21557 2.40272 -5.84807 0.000
F 1.00567 -1.85265 1.38202 -0.005
C 0.82050 -2.57031 0.19788 -0.031
F -0.16341 -3.41486 0.36306 -0.001
C 2.14288 -3.20116 -0.28808 -0.007
F 1.97320 -4.25798 -1.02121 0.000
F 2.60240 -2.15538 -1.14977 0.000
F 3.05894 -3.37433 0.62320 0.000
C 5.36345 0.80285 2.36716 0.000
N 4.16574 0.92919 1.51772 0.014
C 3.61731 2.11028 1.07017 0.005
C 2.51426 1.78410 0.35862 0.003
N 2.37920 0.39969 0.36449 -0.005
C 3.41294 -0.07010 1.08336 0.029
H 5.92398 1.73036 2.30630 0.000
H 5.97991 -0.01384 2.00234 0.000
H 5.06426 0.62255 3.39658 0.000
H 4.05628 3.06655 1.29833 -0.001
H 1.81777 2.42746 -0.15020 -0.002
H 3.61813 -1.10539 1.29901 0.000
```



Record 2
Formula: C18H21FN2O6Pt
Source: OMol25
Level of theory: ωB97M-V/def2-TZVPD

Computed properties:
HOMO-LUMO gap (alpha / beta) = 7.808 / 8.112 eV
HOMO energy (alpha / beta) = -8.1555 / -8.8193 eV
charge = 0
expectation value of S² = 2.0045
2S+1 = 3
LUMO energy (alpha / beta) = -0.35 / -0.71 eV
max |F| = 0.2 eV/Å

```
49
Properties=species:S:1:pos:R:3:mulliken_spin:R:1
Pt -1.82666 -0.97850 -2.38567 1.596
C 3.82618 3.57252 -0.00382 0.000
C 3.82930 2.16112 0.56697 0.000
C 4.15996 2.09702 2.05144 0.000
C 3.08858 2.79738 2.87226 0.000
C 1.72102 2.28902 2.50763 0.001
C 0.66682 2.39922 3.38543 -0.001
C -0.59091 1.91373 3.03875 0.000
F -1.58427 2.04749 3.93569 0.000
C -0.83530 1.30677 1.84035 0.004
C 0.22367 1.17576 0.93138 0.021
C -0.02374 0.50745 -0.35311 0.014
O -1.19097 0.11645 -0.57904 0.100
C 1.09683 0.37091 -1.22210 -0.058
C 2.29035 0.91567 -0.82318 -0.006
N 2.51713 1.52873 0.33894 -0.001
C 1.48997 1.67179 1.26084 0.000
C 1.14526 -0.29335 -2.58788 0.025
O 2.14116 -0.11348 -3.26704 0.024
O 0.15100 -1.02508 -2.97111 0.083
H 4.79070 4.04973 0.17067 0.000
H 3.05048 4.18542 0.45521 0.000
H 3.64421 3.55320 -1.07790 0.000
H 4.54649 1.54777 0.01786 0.000
H 5.13607 2.55401 2.21684 0.000
H 4.23377 1.04980 2.35291 0.000
H 3.13308 3.87733 2.70752 0.000
H 3.26033 2.64282 3.93790 0.000
H 0.80300 2.85539 4.35669 0.000
H -1.81272 0.92928 1.58066 -0.002
H 3.12730 0.84666 -1.50737 0.001
C -0.87383 -2.96388 0.09547 0.006
C -2.26254 -3.45399 -0.23763 0.003
O -2.99138 -2.44764 -0.95274 0.040
C -4.37473 -2.79452 -1.13842 0.005
C -4.57902 -3.94371 -2.10603 -0.005
H -0.36382 -3.73398 0.67747 0.000
H -0.91412 -2.05026 0.68603 -0.001
H -0.28539 -2.77312 -0.80385 0.003
H -2.81943 -3.68121 0.67869 -0.002
H -2.21382 -4.36528 -0.84152 0.000
H -4.85621 -1.88772 -1.49283 0.002
H -4.78492 -3.02970 -0.14896 0.000
H -4.04198 -3.76352 -3.03675 0.002
H -5.64060 -4.01723 -2.34452 0.000
H -4.26896 -4.90244 -1.69199 0.000
O -3.09516 -1.62658 -4.25837 0.057
N -4.02180 -0.86896 -3.95618 -0.004
O -3.82039 -0.24831 -2.87559 0.097
```



Record 3
Formula: C18H21N3O4S4
Source: OMol25
Level of theory: ωB97M-V/def2-TZVPD

Computed properties:
HOMO-LUMO gap = 8.637 eV
HOMO energy = -8.2147 eV
SMILES string = CCOc1ccc2nc(NC(=O)[C@H](CCSC)NS(=O)(=O)c3cccs3)sc2c1
charge = 0
LUMO energy = 0.42 eV
max |F| = 1.0 eV/Å

```
50
Properties=species:S:1:pos:R:3:nbo_charge:R:1
C -6.39108 -1.15884 -0.87906 -0.638
C -6.31171 0.26396 -0.33387 -0.063
O -5.29760 0.41888 0.64084 -0.489
C -3.99794 0.50738 0.26333 0.300
C -3.54381 0.55248 -1.04906 -0.276
C -2.18089 0.66117 -1.26327 -0.202
C -1.25672 0.73091 -0.20354 0.082
C -1.72791 0.68467 1.10534 -0.186
C -3.07916 0.57358 1.32500 -0.254
H -3.47530 0.53671 2.32703 0.227
H -1.02931 0.73248 1.92450 0.225
N 0.05105 0.84108 -0.58650 -0.504
C 0.18102 0.83449 -1.86006 0.308
N 1.34480 0.92663 -2.56688 -0.634
C 2.61635 0.55364 -2.19805 0.709
O 3.49495 0.51794 -3.02690 -0.590
C 2.88130 0.21374 -0.73756 -0.196
N 3.60846 -1.04120 -0.68473 -0.834
S 2.65741 -2.32669 -1.20101 2.331
O 3.52361 -3.37202 -1.64068 -0.918
O 1.61352 -1.85276 -2.06797 -0.947
C 1.90481 -2.80409 0.32255 -0.575
C 2.38899 -3.66341 1.26024 -0.191
C 1.52250 -3.78653 2.36664 -0.262
C 0.40766 -3.01714 2.23756 -0.396
S 0.38898 -2.13069 0.76440 0.516
H -0.41035 -2.92075 2.92348 0.241
H 1.72063 -4.41863 3.21298 0.231
H 3.32149 -4.18202 1.14055 0.244
H 4.46196 -1.00658 -1.22891 0.417
H 1.93748 0.06492 -0.20949 0.265
C 3.67779 1.33684 -0.06604 -0.396
C 2.86563 2.62345 -0.02716 -0.540
H 2.79024 3.06273 -1.02117 0.227
H 1.86173 2.44482 0.35871 0.231
S 3.64698 3.90093 1.00893 0.188
C 3.13479 3.31686 2.65010 -0.738
H 3.56954 2.34265 2.85330 0.209
H 2.05021 3.27142 2.69234 0.212
H 3.50524 4.04156 3.36707 0.232
H 4.60809 1.50147 -0.61330 0.221
H 3.92935 1.01168 0.94483 0.218
H 1.23496 1.01271 -3.57265 0.420
S -1.33177 0.72326 -2.78120 0.347
H -4.20922 0.50701 -1.89480 0.219
H -6.18126 0.98928 -1.14601 0.170
H -7.23481 0.50817 0.19903 0.196
H -7.21714 -1.23549 -1.58052 0.217
H -5.47023 -1.43574 -1.38621 0.212
H -6.55527 -1.85695 -0.06219 0.217
```



Record 4
Formula: C18H21N4O3ReS2
Source: OMol25
Level of theory: ωB97M-V/def2-TZVPD

Computed properties:
HOMO-LUMO gap (alpha / beta) = 6.705 / 6.804 eV
HOMO energy (alpha / beta) = -11.0541 / -11.3054 eV
charge = +1
expectation value of S² = 0.7596
2S+1 = 2
LUMO energy (alpha / beta) = -4.35 / -4.50 eV
max |F| = 0.9 eV/Å

```
49
Properties=species:S:1:pos:R:3:mulliken_spin:R:1
Re -0.45551 0.23911 0.55245 0.894
C -4.95324 -2.03230 2.16630 0.000
S -3.50799 -2.21280 3.22994 -0.012
C -2.26740 -1.31755 2.40833 -0.010
S -2.62667 -0.52131 0.87278 -0.014
N -1.12214 -1.33639 3.01943 0.017
N -0.13375 -0.66965 2.34605 -0.064
C 1.03144 -0.54726 2.89142 0.042
C 2.03583 0.20113 2.14341 0.055
C 3.32625 0.37218 2.62736 0.009
C 4.23301 1.09634 1.86933 0.008
C 3.82044 1.63634 0.66049 0.005
C 2.51544 1.42841 0.24428 0.014
N 1.64207 0.71906 0.95088 -0.011
H -5.75527 -2.52575 2.71283 0.000
H -5.21783 -0.98856 2.02316 0.000
H -4.81742 -2.52995 1.20961 0.000
H 1.24498 -0.96898 3.86610 0.000
H 3.60796 -0.05421 3.57917 0.001
H 5.24401 1.24313 2.22225 0.000
H 4.49063 2.21792 0.04513 0.000
H 2.14526 1.84832 -0.68195 0.003
O -1.41507 4.07272 1.29316 0.002
C -1.19735 3.01496 0.77996 0.009
O -0.66283 1.97050 1.41364 -0.010
C -1.51902 2.70451 -0.66101 0.002
C -2.16530 3.61011 -1.48081 0.000
C -2.46009 3.22671 -2.77983 -0.001
C -2.09814 1.95518 -3.20147 -0.001
C -1.45200 1.10609 -2.32125 -0.019
N -1.16077 1.47878 -1.07349 -0.005
H -2.42474 4.57971 -1.08129 0.000
H -2.97094 3.90220 -3.45143 0.000
H -2.31843 1.61583 -4.20289 0.001
H -1.15812 0.10328 -2.59630 0.012
C 0.29822 -2.98875 -1.93485 0.005
C 1.09605 -1.82842 -1.35266 -0.010
C 1.69985 -0.96608 -2.45325 0.001
C 2.14987 -2.32628 -0.37294 0.009
O 0.14222 -1.03436 -0.62085 0.069
H 0.92478 -3.57023 -2.61150 0.000
H -0.55748 -2.61544 -2.49583 0.000
H -0.06181 -3.64766 -1.14655 -0.001
H 2.54436 -1.48703 -2.90477 0.000
H 2.06230 -0.01875 -2.05901 0.002
H 0.97551 -0.76227 -3.24109 0.000
H 2.76979 -3.08115 -0.85791 -0.002
H 1.67255 -2.78836 0.49105 0.001
H 2.80648 -1.52303 -0.03562 0.001
```



Record 5
Formula: C18H21N7O2
Source: OMol25
Level of theory: ωB97M-V/def2-TZVPD

Computed properties:
HOMO-LUMO gap = 8.416 eV
HOMO energy = -8.3695 eV
SMILES string = CO[C@H]1CNC[C@@H]1NC(=O)Nc1cc2cnn(-c3ccnc(C)c3)c2cn1
charge = 0
LUMO energy = 0.05 eV
max |F| = 3.8 eV/Å

```
48
Properties=species:S:1:pos:R:3:nbo_charge:R:1
O -1.49352 2.60370 -0.39867 -0.636
N 3.01319 0.83786 3.64960 -0.196
N 0.93733 -0.39167 -0.23075 -0.417
N 4.95187 -3.80967 4.15326 -0.451
O -5.51343 0.97557 -2.15837 -0.559
C -1.14150 1.85499 -1.26829 0.798
C 2.47987 1.84476 2.96657 -0.018
C 4.62707 -2.83909 4.99420 0.059
C 1.66207 -0.85529 0.78106 0.030
C 0.80990 0.87843 -0.32725 0.326
C 4.45368 -3.84582 2.87131 0.239
C 1.20957 1.78716 0.61581 -0.220
C 3.95499 -1.67882 4.66068 -0.276
C 3.67325 -2.70786 2.44949 -0.310
C 2.00173 1.31548 1.65852 -0.066
C 3.48373 -1.59086 3.35430 0.202
C 2.16724 -0.07739 1.75399 0.059
N 0.04590 1.19369 -1.38208 -0.632
N 2.82883 -0.34287 2.95592 -0.198
N -3.53042 2.11708 -4.94116 -0.639
N -1.89319 1.73584 -2.41600 -0.657
C -5.45115 0.58818 -0.78388 -0.247
C 4.85479 -5.00914 1.96572 -0.661
C -4.30396 0.99659 -4.48844 -0.260
C -3.39160 3.09451 -3.76419 -0.232
C -4.24010 0.97006 -2.94585 0.091
C -3.30718 2.12228 -2.60380 -0.093
H 2.29339 2.83955 3.27781 0.222
H 5.04819 -3.04112 5.96319 0.199
H 1.72957 -1.94250 0.81683 0.198
H 1.04157 2.86828 0.69108 0.244
H 3.86034 -0.90550 5.32070 0.240
H 3.44783 -2.92794 1.41319 0.233
H 0.27159 0.63463 -2.17265 0.407
H -3.99608 2.54284 -5.73590 0.369
H -1.31680 1.61856 -3.24570 0.386
H -6.41817 -0.01882 -0.68035 0.188
H -4.56992 -0.10190 -0.63536 0.177
H -5.51248 1.38704 -0.10060 0.180
H 4.08199 -5.33973 1.15151 0.223
H 4.85156 -5.93645 2.61195 0.242
H 5.81922 -4.83434 1.54734 0.234
H -4.12268 0.03519 -5.00836 0.205
H -5.36880 1.20820 -4.52404 0.190
H -4.25679 3.71794 -3.64908 0.186
H -2.48463 3.69223 -3.72464 0.209
H -3.67137 0.06247 -2.74279 0.184
H -3.61651 2.67369 -1.69588 0.249
```



Record 6
Formula: C18H21NO2
Source: OMol25
Level of theory: ωB97M-V/def2-TZVPD

Computed properties:
HOMO-LUMO gap = 8.220 eV
HOMO energy = -7.4703 eV
charge = 0
LUMO energy = 0.75 eV
max |F| = 14.4 eV/Å

```
42
Properties=species:S:1:pos:R:3:nbo_charge:R:1
C 3.80524 0.70156 3.96045 -0.259
H 3.54123 0.10762 4.69492 0.172
H 4.83952 0.87610 3.82850 0.212
H 3.29864 1.64749 3.91237 0.180
O 3.83330 0.14860 2.61113 -0.484
C 2.47519 -0.37579 2.50881 0.303
C 1.31393 -0.15056 3.41181 -0.350
C 0.18080 -0.79300 2.73668 -0.102
C 0.05165 -1.48618 1.58532 -0.126
C 1.07160 -1.57804 0.79529 -0.299
C 2.29449 -1.34769 1.23478 0.299
O 3.57946 -1.40724 0.46099 -0.506
C 3.49801 -1.76415 -0.84476 -0.174
H 4.33838 -1.97599 -1.16598 0.171
H 2.80222 -1.42444 -1.53678 0.177
H 3.05560 -2.95103 -0.50736 0.100
H 0.93848 -1.98807 -0.07700 0.236
C -1.39388 -1.94597 1.28533 -0.195
N -1.56374 -2.19299 -0.36637 -0.566
C -1.81798 -1.05402 -0.94062 0.152
C -2.12793 -1.23523 -2.37839 -0.221
C -2.48282 -0.26318 -3.01984 -0.208
C -2.25420 1.02193 -2.73050 -0.069
C -1.80209 1.29324 -1.30749 0.056
C -1.37394 0.10078 -0.80439 -0.319
H -1.16969 0.47350 0.31839 0.178
C -1.46606 2.98511 -1.21966 -0.381
H -0.49084 2.89161 -1.37392 0.208
H -1.85340 3.14622 -0.10198 0.221
C -2.36638 3.52329 -2.32889 -0.402
H -3.32720 3.55616 -2.07676 0.206
H -1.75496 4.41750 -2.75103 0.215
C -2.38653 2.40202 -3.50440 -0.383
H -1.43540 2.68660 -4.16978 0.192
H -3.22148 2.53896 -4.04943 0.198
H -2.91314 -0.51986 -4.22368 0.170
H -2.32966 -2.24574 -2.81945 0.205
H -2.09960 -2.95761 -0.37545 0.382
H -2.19205 -1.41744 1.63913 0.200
H -1.50204 -3.14409 1.75323 0.195
H -0.91310 -0.48124 3.52066 0.176
H 1.32039 0.18127 4.41613 0.239
```



Q: Which energy above the lowest of the compared OMol25 structures with the same formula, charge and spin values were calculated for the entries above? A: 0.5 0.0 0.8 0.0 57.3 376.7, in kcal/mol.